Entry 1:
ORCA calculation (ωB97M-V/def2-TZVPD) on a 20-piece molecular cluster, C38H56BrCl57N4O10PS overall at a distorted geometry.

Values from the calculation:
HOMO-LUMO gap   8.47 eV
Charge   +1
LUMO level   -0.121 Eh
HOMO energy   -11.76 eV

Last column: Mulliken charge in e.
Element x y z (Å)
C  2.671  -2.057  1.454  -1.1982
N  2.916  -0.835  0.647  0.0278
C  3.248  -1.186  -0.753  -0.8063
C  2.124  -0.848  -1.769  1.2209
P  2.648  -1.810  -3.331  0.4890
O  2.015  -3.138  -3.359  -0.4748
N  0.926  -1.547  -1.343  0.3753
C  0.064  -0.840  -0.414  -2.0092
Br  -1.737  -1.604  -0.466  -0.2097
C  0.205  0.696  -0.498  1.6075
C  -0.986  1.376  0.199  -1.5960
C  -1.141  1.020  1.678  -0.8173
C  0.003  1.579  2.513  0.6003
O  0.355  2.696  2.471  -0.6066
O  0.658  0.731  3.321  -0.5229
N  0.577  1.233  -1.843  1.5641
C  0.651  2.725  -1.964  -0.4429
C  -0.677  3.505  -2.127  -1.2952
C  -0.877  4.075  -3.550  -0.5152
C  0.032  5.331  -3.738  -1.1047
S  1.488  5.008  -4.735  1.1127
O  1.808  6.206  -5.407  -0.7116
O  2.603  4.511  -3.978  -0.5045
O  1.107  3.915  -5.848  -0.3270
C  -0.282  0.753  -2.979  -1.6194
O  -1.641  0.695  -2.685  -0.0602
N  -2.323  0.248  -3.882  -0.0233
O  -3.092  1.025  -4.229  -0.1640
C  1.957  0.645  -2.181  -1.3189
C  3.214  1.489  -1.914  -2.6083
C  3.600  1.979  -0.508  0.6247
C  4.553  3.215  -0.660  -1.6773
C  6.039  2.859  -0.478  -0.6351
O  6.843  3.049  -1.658  -0.2716
C  6.940  4.326  -2.037  -0.0231
O  6.641  5.254  -1.394  -0.4183
H  2.633  -1.717  2.493  0.3736
H  1.693  -2.494  1.251  0.3737
H  3.488  -2.775  1.404  0.4105
H  3.715  -0.427  1.112  0.2902
H  3.360  -2.290  -0.799  -1.0286
H  4.244  -0.791  -0.982  0.4764
H  4.059  -1.946  -3.247  0.0415
H  2.392  -1.060  -4.507  0.0912
H  1.133  -2.488  -1.031  0.3112
H  0.406  -1.087  0.586  0.7558
H  1.060  0.910  0.147  0.3507
H  -0.770  2.450  0.238  0.6112
H  -1.926  1.282  -0.335  0.1066
H  -2.063  1.460  2.058  0.0036
H  -1.171  -0.053  1.859  0.6783
H  0.206  -0.124  3.325  0.3902
H  1.160  3.142  -1.105  0.2355
H  1.200  2.934  -2.876  0.2844
H  -1.573  3.002  -1.781  0.5724
H  -0.603  4.390  -1.494  0.5681
H  -1.899  4.431  -3.636  0.5878
H  -0.579  3.377  -4.328  0.1127
H  0.379  5.757  -2.799  0.5451
H  -0.502  6.123  -4.256  0.4278
H  1.956  3.541  -6.142  0.2896
H  0.026  -0.242  -3.316  1.0675
H  -0.064  1.410  -3.825  0.7058
H  1.932  0.650  -3.276  0.8127
H  3.246  2.340  -2.593  1.2957
H  4.050  0.878  -2.265  0.2776
H  4.227  1.226  -0.054  0.1713
H  2.800  2.314  0.146  0.4984
H  4.315  3.899  0.152  0.4052
H  4.373  3.772  -1.579  0.6405
H  6.448  3.498  0.303  0.2669
H  6.199  1.841  -0.128  0.5698
H  7.339  4.468  -3.049  0.4087
C  -4.862  1.294  4.003  -0.0274
Cl  -5.670  2.807  3.602  -0.1280
Cl  -4.269  0.497  2.540  -0.0557
Cl  -3.532  1.573  5.131  -0.1155
H  -5.581  0.639  4.477  0.3529
C  -5.584  -2.364  -2.150  0.7209
Cl  -6.750  -1.254  -1.443  -0.0811
Cl  -4.247  -1.480  -2.897  -0.0260
Cl  -4.962  -3.466  -0.916  0.0769
H  -6.079  -2.950  -2.924  -0.5488
C  -10.374  -3.338  -0.462  0.0074
Cl  -8.659  -3.602  -0.770  0.0498
Cl  -10.771  -3.757  1.206  -0.1193
Cl  -10.810  -1.664  -0.807  -0.1170
H  -10.946  -3.981  -1.120  0.1893
C  5.208  2.882  3.812  0.1022
Cl  4.542  2.060  2.395  0.0241
Cl  6.268  1.807  4.716  -0.1012
Cl  6.060  4.348  3.323  -0.1344
H  4.385  3.163  4.451  0.1207
C  -13.565  -2.102  2.942  0.1740
Cl  -14.931  -2.543  3.966  -0.1251
Cl  -14.008  -2.183  1.238  -0.1076
Cl  -12.965  -0.493  3.357  -0.0936
H  -12.767  -2.811  3.118  0.1462
C  -6.555  -7.358  -2.498  -0.1883
Cl  -5.108  -7.822  -1.601  -0.0979
Cl  -7.230  -5.862  -1.848  0.0339
Cl  -6.187  -7.180  -4.218  -0.1292
H  -7.295  -8.140  -2.389  0.3515
C  8.657  3.560  7.687  -0.0858
Cl  8.077  4.519  6.324  -0.0671
Cl  7.325  2.653  8.416  -0.0843
Cl  9.947  2.469  7.177  -0.1209
H  9.056  4.234  8.433  0.3584
C  3.547  -5.775  -0.689  -0.0975
Cl  4.396  -6.518  0.662  -0.1191
Cl  1.814  -5.677  -0.370  -0.0854
Cl  4.195  -4.158  -1.019  0.0598
H  3.699  -6.386  -1.570  0.3478
C  4.626  1.733  11.806  0.0744
Cl  5.954  1.112  12.789  -0.1398
Cl  4.044  3.270  12.443  -0.1233
Cl  5.134  1.910  10.123  -0.0690
H  3.813  1.020  11.843  0.2772
C  8.220  0.198  -1.574  0.7617
Cl  6.798  -0.427  -2.430  -0.1006
Cl  8.539  -0.757  -0.129  -0.1148
Cl  9.622  0.217  -2.638  -0.1210
H  8.008  1.216  -1.272  -0.4349
C  -0.134  -5.145  -4.216  0.7199
Cl  0.915  -6.536  -3.934  -0.1352
Cl  -1.027  -5.333  -5.729  -0.1451
Cl  -1.246  -4.920  -2.862  -0.0900
H  0.489  -4.262  -4.291  -0.2949
C  -8.844  -4.294  -5.063  0.0810
Cl  -9.236  -3.839  -6.716  -0.0480
Cl  -7.418  -3.408  -4.497  -0.1079
Cl  -10.221  -4.011  -3.996  -0.1042
H  -8.611  -5.352  -5.044  0.1712
C  -10.661  2.365  3.761  0.2347
Cl  -8.955  2.039  3.430  -0.0677
Cl  -11.059  1.957  5.432  -0.1175
Cl  -11.049  4.051  3.419  -0.1255
H  -11.256  1.741  3.107  0.0915
C  -3.378  -7.825  1.832  0.0403
Cl  -1.664  -7.948  2.233  -0.1184
Cl  -4.374  -8.077  3.266  -0.1283
Cl  -3.736  -6.263  1.091  0.0001
H  -3.615  -8.602  1.116  0.2070
C  1.247  5.141  6.081  -0.1125
Cl  0.853  4.186  4.644  0.0073
Cl  2.186  4.185  7.236  -0.1061
Cl  2.123  6.606  5.634  -0.1245
H  0.321  5.433  6.561  0.3510
C  -8.879  -2.928  -10.660  -0.0167
Cl  -7.826  -2.228  -9.428  -0.1024
Cl  -8.404  -4.590  -11.014  -0.1127
Cl  -10.566  -2.859  -10.146  -0.1051
H  -8.776  -2.345  -11.566  0.3416
C  12.190  1.380  0.402  0.0133
Cl  13.223  1.985  1.695  -0.1200
Cl  12.549  -0.312  0.053  -0.1118
Cl  10.484  1.578  0.821  -0.0507
H  12.388  1.960  -0.490  0.2791
C  -1.371  3.501  -8.051  0.0881
Cl  -0.464  2.012  -7.756  -0.1387
Cl  -2.418  3.324  -9.452  -0.1098
Cl  -2.313  3.948  -6.621  -0.0963
H  -0.663  4.295  -8.251  0.2603
C  6.259  -2.648  13.189  0.3004
Cl  4.793  -3.201  12.374  -0.1318
Cl  6.619  -3.667  14.583  -0.1210
Cl  7.622  -2.622  12.068  -0.1164
H  6.089  -1.640  13.541  0.0626



Entry 2:
ORCA calculation (ωB97M-V/def2-TZVPD) on one molecule with the formula C3H6N2O2 at a distorted geometry.

Values from the calculation:
HOMO-LUMO gap   9.46 eV
SMILES   [H]/N=C(/CN)C(=O)O
Relative energy (zero: lowest compared OMol25 entry of this formula, charge and spin)   236.1 kJ/mol
LUMO level   0.004 Eh
HOMO energy   -9.36 eV

Last column: Mulliken charge in e.
Element x y z (Å)
H  -1.479  -1.822  -0.976  0.2494
N  -0.507  -1.695  -0.689  -0.7094
C  -0.207  -0.532  -0.310  0.4051
C  1.150  -0.256  0.274  -0.2320
N  1.779  0.846  -0.366  -0.5958
C  -1.161  0.588  0.086  0.5465
O  -0.913  1.752  -0.135  -0.5468
O  -2.427  0.195  0.352  -0.4793
H  1.771  -1.153  0.231  0.3673
H  0.686  0.090  1.358  0.1861
H  2.649  1.102  0.085  0.2118
H  1.148  1.647  -0.410  0.2782
H  -2.489  -0.761  0.499  0.3189



Entry 3:
ORCA calculation (ωB97M-V/def2-TZVPD) on one molecule with the formula C5H12S2 at a distorted geometry.

Values from the calculation:
HOMO-LUMO gap   6.24 eV
Relative energy (zero: lowest compared OMol25 entry of this formula, charge and spin)   476.2 kJ/mol
LUMO level   -0.001 Eh
HOMO energy   -6.25 eV

Last column: Mulliken charge in e.
Element x y z (Å)
C  1.924  -0.689  0.876  -1.0703
C  1.551  0.556  0.109  0.2516
C  1.288  1.799  0.936  -1.1178
C  -2.407  -1.202  -0.591  -1.3030
C  -1.480  -0.020  -0.514  -0.0424
H  2.193  -1.530  0.157  0.2555
H  1.036  -0.964  1.436  0.2466
H  2.717  -0.536  1.623  0.3394
H  2.188  2.078  1.526  0.3448
H  0.923  2.637  0.330  0.2891
H  0.624  1.509  1.756  0.2764
H  -2.782  -1.398  0.428  0.3369
H  -1.928  -2.110  -0.829  0.4676
H  -3.349  -0.844  -1.236  0.2523
H  -0.958  -0.124  0.397  0.1938
H  -2.059  0.781  -0.223  0.4071
H  -0.331  -0.954  -2.746  0.1803
S  1.378  0.598  -1.495  -0.2277
S  -0.528  0.412  -1.940  -0.0803



Entry 4:
ORCA calculation (ωB97M-V/def2-TZVPD) on C9H12BN5PdS3Se4 as an isolated structure at a distorted geometry.

Values from the calculation:
HOMO-LUMO gap (alpha / beta)   5.03 / 5.03 eV
Charge   -2
Relative energy (zero: lowest compared OMol25 entry of this formula, charge and spin)   92.5 kJ/mol
LUMO level (alpha / beta)   0.165 / 0.165 Eh
HOMO energy (alpha / beta)   -0.53 / -0.53 eV

Last column: Mulliken charge in e.
Element x y z (Å)
Pd  -1.267  -0.384  -1.356  0.5800
Se  -2.273  -2.780  -0.916  -0.4823
Se  -3.688  -1.428  -2.124  -0.1880
Se  -3.946  0.662  -1.100  -0.0663
Se  -2.191  2.057  -1.764  -0.5494
C  1.432  -2.829  -2.104  -0.7601
N  1.624  -2.294  -0.778  0.3764
C  1.938  -3.026  0.349  -0.4098
C  2.089  -2.145  1.360  -0.6243
N  1.881  -0.876  0.874  -0.0110
B  2.068  0.428  1.679  0.7211
N  0.813  1.369  1.647  0.3105
C  0.950  2.707  1.922  -0.7822
C  -0.275  3.260  2.043  -0.3630
N  -1.182  2.251  1.836  0.3655
C  -2.614  2.372  1.944  -0.9053
C  -0.504  1.098  1.557  -0.1915
S  -1.302  -0.380  1.279  -0.4048
C  1.540  -0.974  -0.432  -0.3494
S  1.244  0.316  -1.494  -0.4172
H  0.998  -3.825  -2.033  0.3372
H  2.387  -2.874  -2.638  0.2836
H  0.754  -2.190  -2.664  0.2127
H  1.998  -4.099  0.323  0.4237
H  2.329  -2.309  2.396  0.4368
H  2.268  0.112  2.835  -0.2525
H  2.981  1.061  1.202  -0.2187
H  1.922  3.162  1.999  0.4317
H  -0.584  4.269  2.249  0.4138
H  -2.848  3.233  2.573  0.3538
H  -3.013  1.461  2.388  0.3355
H  -3.063  2.502  0.962  0.1580
S  -0.517  0.823  -5.871  -0.5801
C  -0.854  -0.017  -4.528  0.2618
N  -1.097  -0.714  -3.616  -0.4464



Entry 5:
ORCA calculation (ωB97M-V/def2-TZVPD) on one molecule with the formula C19H18FN3O2 at a distorted geometry.

Values from the calculation:
HOMO-LUMO gap   8.36 eV
SMILES   O[C@]12CC[C@](c3nnc4c(Oc5ccccc5F)cccn43)(CC1)C2
Relative energy (zero: lowest compared OMol25 entry of this formula, charge and spin)   552.8 kJ/mol
LUMO level   0.014 Eh
HOMO energy   -7.97 eV

Last column: Mulliken charge in e.
Element x y z (Å)
O  -4.262  0.808  3.997  -0.6082
C  -3.812  1.052  2.669  1.2976
C  -2.980  2.392  2.756  -1.4138
C  -2.080  2.257  1.503  -0.5203
C  -2.566  0.961  0.785  1.5971
C  -1.619  0.480  -0.311  -1.1484
N  -1.712  0.751  -1.558  -0.3377
N  -0.628  0.315  -2.278  -0.9224
C  0.222  -0.274  -1.453  0.5387
C  1.525  -1.022  -1.554  0.5483
O  2.142  -1.136  -2.811  -0.4827
C  3.617  -1.344  -2.857  0.5878
C  4.204  -2.317  -3.654  -0.5782
C  5.549  -2.542  -3.698  -0.3967
C  6.355  -1.885  -2.858  -0.5188
C  5.792  -0.970  -1.934  -0.5888
C  4.434  -0.598  -1.994  0.3465
F  4.038  0.212  -1.152  -0.2508
C  2.142  -1.573  -0.365  -0.0173
C  1.438  -1.280  0.856  -1.1242
C  0.208  -0.642  0.909  0.2255
N  -0.376  -0.165  -0.222  0.1010
C  -4.035  1.191  0.320  -0.8817
C  -4.863  1.307  1.602  -0.8589
C  -2.868  0.092  2.014  -1.2612
H  -4.366  1.648  4.392  0.3850
H  -2.328  2.338  3.584  0.4494
H  -3.342  3.395  2.906  0.4421
H  -2.223  3.114  0.795  0.3731
H  -0.991  2.320  1.739  0.3020
H  3.543  -2.908  -4.323  0.3440
H  5.979  -3.349  -4.294  0.3538
H  7.419  -2.062  -2.977  0.3593
H  6.353  -0.490  -1.205  0.4893
H  3.095  -2.124  -0.250  0.4155
H  1.811  -1.674  1.820  0.3522
H  -0.294  -0.696  1.838  0.2843
H  -4.383  0.332  -0.170  0.4388
H  -4.027  2.153  -0.302  0.3353
H  -5.505  0.438  1.792  0.3192
H  -5.445  2.314  1.581  0.2768
H  -3.199  -0.873  1.786  0.3246
H  -1.960  0.055  2.578  0.4231



Entry 6:
ORCA calculation (ωB97M-V/def2-TZVPD) on one molecule with the formula C15H22N2O4 at a distorted geometry.

Values from the calculation:
HOMO-LUMO gap   9.04 eV
SMILES   CC[C@H](C)[C@H](N)C(=O)N[C@@H](Cc1ccc(O)cc1)C(=O)O
Relative energy (zero: lowest compared OMol25 entry of this formula, charge and spin)   453.7 kJ/mol
LUMO level   0.021 Eh
HOMO energy   -8.47 eV

Last column: Mulliken charge in e.
Element x y z (Å)
C  -3.251  0.497  3.869  -1.2030
C  -3.404  0.261  2.373  -0.7448
C  -2.041  -0.249  1.825  0.1366
C  -0.972  0.745  2.156  -0.0517
C  -2.100  -0.943  0.405  0.1602
N  -3.008  -2.208  0.403  -0.6913
C  -0.693  -1.494  0.048  0.1308
O  0.008  -2.351  0.550  -0.6319
N  -0.406  -1.076  -1.306  -0.0466
C  -0.508  0.254  -2.004  0.5172
C  0.472  1.282  -1.304  -0.6064
C  2.009  0.913  -1.145  0.3787
C  3.008  1.463  -2.088  -0.6585
C  4.353  1.136  -1.959  -0.7630
C  4.714  0.367  -0.869  0.7758
O  5.978  0.174  -0.536  -0.5509
C  3.697  -0.237  -0.086  -0.5229
C  2.373  0.120  -0.141  -0.0528
C  -0.163  0.056  -3.532  0.0509
O  -0.150  0.800  -4.457  -0.5282
O  -0.123  -1.332  -3.772  -0.4940
H  -2.542  -0.153  4.459  0.2978
H  -4.063  0.355  4.516  0.3788
H  -2.728  1.426  3.986  0.3334
H  -4.239  -0.398  2.068  0.3972
H  -3.514  1.204  1.820  0.2996
H  -1.790  -1.212  2.427  0.1372
H  -0.053  0.195  2.677  0.1677
H  -0.658  1.112  1.142  -0.3053
H  -1.249  1.594  2.818  0.3695
H  -2.448  -0.122  -0.337  0.2388
H  -3.210  -2.590  -0.579  0.3115
H  -2.487  -2.915  1.003  0.3281
H  0.360  -1.703  -1.785  0.3176
H  -1.503  0.810  -2.129  0.2138
H  0.441  2.333  -1.787  0.5335
H  0.002  1.444  -0.327  -0.6361
H  2.538  2.170  -2.732  0.4437
H  5.097  1.436  -2.610  0.5076
H  6.053  -0.667  -0.017  0.3165
H  3.951  -0.900  0.778  0.1901
H  1.791  -0.095  0.721  0.2149
H  0.458  -1.503  -4.543  0.3400



Repeat the third record exactly.
ORCA calculation (ωB97M-V/def2-TZVPD) on one molecule with the formula C5H12S2 at a distorted geometry.

Values from the calculation:
HOMO-LUMO gap   6.24 eV
Relative energy (zero: lowest compared OMol25 entry of this formula, charge and spin)   476.2 kJ/mol
LUMO level   -0.001 Eh
HOMO energy   -6.25 eV

Last column: Mulliken charge in e.
Element x y z (Å)
C  1.924  -0.689  0.876  -1.0703
C  1.551  0.556  0.109  0.2516
C  1.288  1.799  0.936  -1.1178
C  -2.407  -1.202  -0.591  -1.3030
C  -1.480  -0.020  -0.514  -0.0424
H  2.193  -1.530  0.157  0.2555
H  1.036  -0.964  1.436  0.2466
H  2.717  -0.536  1.623  0.3394
H  2.188  2.078  1.526  0.3448
H  0.923  2.637  0.330  0.2891
H  0.624  1.509  1.756  0.2764
H  -2.782  -1.398  0.428  0.3369
H  -1.928  -2.110  -0.829  0.4676
H  -3.349  -0.844  -1.236  0.2523
H  -0.958  -0.124  0.397  0.1938
H  -2.059  0.781  -0.223  0.4071
H  -0.331  -0.954  -2.746  0.1803
S  1.378  0.598  -1.495  -0.2277
S  -0.528  0.412  -1.940  -0.0803